Entry from the Open Molecules 2025 dataset: C4H6N2O as an isolated structure (ωB97M-V/def2-TZVPD).

Each line ends with the Mulliken charge.
Positions of all 13 atoms, in Å:
N  -1.81  0.48  0.36  -0.515
C  -0.48  0.36  0.42  0.580
C  0.01  -0.97  0.21  0.163
O  -0.75  -1.93  -0.06  -0.561
N  1.36  -0.84  -0.09  -0.006
C  1.73  0.48  0.04  -0.502
C  0.64  1.26  0.27  -0.559
H  -2.17  -0.41  -0.56  0.147
H  -2.08  1.41  0.05  0.253
H  -1.83  -1.29  -0.85  0.044
H  1.98  -1.62  -0.21  0.206
H  2.78  0.76  0.01  0.391
H  0.63  2.33  0.41  0.360

The spin multiplicity is 1. The value obtained for the HOMO energy (spin up / spin down) is -0.2921 / -0.2922 hartree. For the LUMO energy (spin up / spin down), the calculation gives -0.2 / -0.2 eV. As for the total energy: -9269.4945 eV.